Below is a molecular structure, C15H39FeO6, with properties calculated with wB97M-V/def2-TZVPD.

The geometry in XYZ format:
```
61
Properties=species:S:1:pos:R:3:forces:R:3:mulliken_charge:R:1
Fe -8.10863 -25.06607 10.24934 2.0 -2.5 -1.0 0.704
C -7.22479 -25.26175 6.41973 -0.5 0.1 -1.0 -1.090
C -6.61359 -24.39093 7.51476 0.0 -0.7 1.2 -0.068
O -6.55449 -25.04796 8.73443 -0.9 0.5 0.2 -0.644
H -7.26038 -24.79559 5.42042 0.4 0.3 0.1 0.398
H -8.28205 -25.51370 6.55254 0.1 -0.1 0.7 0.102
H -6.66027 -26.18642 6.28819 0.0 -0.1 0.3 0.316
H -7.17711 -23.44419 7.61821 -0.1 0.3 -0.4 -0.077
H -5.58391 -24.13358 7.21487 0.1 0.3 -0.3 0.276
C -10.60859 -28.48942 8.84466 -0.1 0.3 1.0 -1.330
C -9.84067 -27.20486 8.52840 0.7 0.0 -0.1 -0.567
O -9.55543 -26.36960 9.57531 -0.5 0.6 0.8 -0.543
H -11.58098 -28.24907 9.29334 -0.2 0.1 -0.5 0.280
H -10.15886 -29.10671 9.62949 0.5 0.0 -0.3 0.264
H -10.69815 -29.04353 7.90925 -0.3 -0.2 0.1 0.384
H -10.45856 -26.72909 7.74323 0.1 0.3 -0.1 0.227
H -8.90212 -27.51264 8.04104 0.0 0.0 -0.2 0.276
C -7.89114 -28.11215 12.37273 0.1 -1.0 0.8 -0.939
C -6.91735 -26.97166 12.48493 0.4 2.1 -1.8 0.373
O -6.61249 -26.40487 11.23950 -0.8 0.5 0.3 -0.639
H -8.69526 -27.97459 11.64912 0.1 0.5 0.0 -0.046
H -8.31222 -28.26187 13.37963 -0.2 -0.4 -0.1 0.303
H -7.38395 -29.03477 12.07191 0.0 0.0 0.0 0.371
H -5.95851 -27.21904 12.96932 -0.2 -0.6 0.3 0.358
H -7.36044 -26.17843 13.12499 -0.1 -0.2 0.3 -0.475
C -11.55448 -23.85626 12.76472 0.5 1.0 -0.4 -1.240
C -10.07907 -24.15394 13.06651 0.3 -0.5 -0.1 0.810
C -9.84395 -24.90334 14.36772 -0.4 0.3 0.7 -1.613
O -9.50075 -24.93788 12.01326 -0.9 0.3 0.6 0.610
H -12.04760 -23.30371 13.56819 -0.1 -0.7 0.4 0.400
H -12.09419 -24.71970 12.38114 -0.2 -0.1 0.4 0.333
H -11.57630 -23.07930 11.99423 0.1 -0.3 -0.4 0.163
H -9.57514 -23.18658 13.07324 0.3 -0.1 0.0 -0.184
H -8.81943 -25.21510 14.56704 0.2 0.2 -0.5 0.307
H -10.44091 -25.81886 14.40295 -0.1 0.1 0.0 0.424
H -10.12967 -24.26303 15.21000 -0.2 -0.1 0.0 0.381
H -10.02906 -25.75135 12.01250 0.5 -0.2 -0.6 -0.001
C -9.80376 -21.98172 7.76525 0.4 0.6 -0.3 -1.419
C -9.23347 -22.00943 9.17395 0.0 -0.6 0.0 0.605
C -9.95993 -21.14906 10.19170 -0.2 0.2 0.5 -1.234
O -9.28678 -23.38254 9.62802 -0.8 1.3 0.1 0.202
H -9.46487 -22.86120 7.22006 0.1 0.0 0.0 0.271
H -9.41309 -21.09597 7.25491 -0.2 0.0 -0.1 0.380
H -10.89465 -21.95250 7.71643 0.0 0.0 0.3 0.402
H -8.17238 -21.75442 9.16709 0.0 -0.1 -0.1 0.127
H -11.00760 -21.44525 10.30724 0.0 -0.2 -0.2 0.329
H -9.98797 -20.07418 9.99998 0.2 -0.1 -0.4 0.405
H -9.49774 -21.27546 11.17369 0.1 0.0 0.0 0.149
H -10.23738 -23.52849 9.74476 0.3 -0.8 0.1 0.099
C -6.27017 -22.78707 13.87517 0.5 -0.1 0.1 -1.167
C -6.71066 -22.37321 12.47459 -0.7 0.0 0.0 0.775
C -5.84101 -21.32524 11.77196 -0.2 -0.5 0.0 -1.343
O -6.85123 -23.52974 11.65910 0.6 0.4 0.0 0.069
H -7.09205 -23.16342 14.48405 -0.1 0.1 -0.1 0.209
H -5.76125 -21.97850 14.40614 -0.2 0.1 0.0 0.388
H -5.56369 -23.61965 13.81244 0.1 0.1 -0.1 0.293
H -7.74077 -22.00190 12.53383 0.2 0.3 0.1 -0.347
H -6.33459 -21.06577 10.83490 0.0 0.1 0.0 0.264
H -4.87203 -21.75180 11.50006 0.0 0.0 0.1 0.360
H -5.67705 -20.42883 12.37025 -0.1 0.0 0.0 0.406
H -5.94406 -23.85254 11.52349 -0.5 -0.8 -0.4 0.172
```
Positions in Å, forces in eV/Å.

The molar mass is 371.3 u. As for the spin multiplicity: 5. The value obtained for the HOMO-LUMO gap (spin up / spin down) is 5.71 / 5.63 eV. Its expectation value of S² is 6.01. As for the charge: -1.